# 1
The following is a quantum chemistry calculation of a cluster of 5 separate species, C15H30O16S in total, from the OMol25 dataset.

Structure (XYZ):
```
62
Properties=species:S:1:pos:R:3:forces:R:3
C 7.36355 -1.74426 -0.21454 0.694 -0.629 -0.810
O 7.34794 -0.31764 -0.10164 -0.630 -0.885 -0.332
C 6.11699 0.20317 0.12191 -0.404 -0.970 -1.466
O 5.93346 0.92519 1.00683 -0.334 2.534 2.573
C 4.91940 -0.08145 -0.82274 1.273 -1.725 -0.662
S 3.83290 -1.28327 0.03516 -1.192 1.318 2.734
O 2.47823 -0.79418 0.13847 0.101 -0.229 -1.912
O 4.34889 -1.50132 1.36098 1.361 -0.640 -0.491
H 8.12472 -1.99232 -0.96775 -0.178 0.063 0.277
H 7.63344 -2.24093 0.72469 -0.182 0.427 -0.030
H 6.42026 -2.18273 -0.57128 0.118 0.307 0.155
H 4.38049 0.83476 -1.07387 -0.022 -0.242 0.237
H 5.32827 -0.57827 -1.71929 -0.574 0.248 -0.005
H 3.91864 -2.49587 -0.60686 0.004 0.617 -0.389
C 3.17877 5.16538 -4.69505 0.062 0.269 -0.159
O 3.33675 3.98474 -3.90728 -0.001 -0.078 0.039
C 2.19877 3.32498 -3.67427 0.104 -0.016 0.050
O 1.10635 3.64086 -4.06307 0.041 -0.017 0.007
O 2.48844 2.25187 -2.93296 0.114 -0.026 0.028
C 1.35738 1.44024 -2.60060 -0.280 -0.230 0.082
H 4.16468 5.60798 -4.81367 0.056 -0.178 0.126
H 2.78289 4.92058 -5.67986 -0.123 0.008 0.081
H 2.53123 5.88087 -4.19004 -0.097 -0.088 -0.067
H 0.89187 1.04695 -3.50341 -0.081 0.156 0.012
H 0.63835 2.00722 -2.01132 -0.047 0.041 -0.149
H 1.70660 0.60658 -1.99868 0.240 0.086 0.032
C -4.08622 1.31566 -1.91308 -0.154 0.024 -0.295
O -3.72701 1.52229 -0.54590 0.019 0.038 0.088
C -2.84269 0.64491 -0.07082 -0.048 0.092 0.036
O -2.34994 -0.26555 -0.68289 0.027 -0.017 -0.057
O -2.59359 0.95139 1.20412 0.016 0.007 0.073
C -1.64427 0.08596 1.83940 0.113 -0.091 0.173
H -4.80581 2.08567 -2.17885 0.018 0.048 0.243
H -3.21366 1.41295 -2.55848 0.021 -0.135 0.059
H -4.55439 0.34135 -2.04431 0.127 -0.026 0.007
H -0.67751 0.14013 1.34013 -0.074 -0.101 -0.087
H -2.01318 -0.93878 1.85300 0.075 0.004 -0.138
H -1.52954 0.42950 2.86442 -0.152 0.170 -0.074
C 1.73494 -7.46830 4.50821 0.016 -0.255 0.145
O 1.21612 -6.38342 3.74023 -0.004 0.041 -0.028
C 2.08511 -5.38622 3.54296 -0.117 0.065 -0.059
O 3.21705 -5.34738 3.94954 -0.042 -0.047 -0.015
O 1.47808 -4.44683 2.81832 -0.057 -0.059 0.035
C 2.29405 -3.30637 2.52644 -0.023 0.195 -0.091
H 0.94254 -8.20742 4.59841 -0.108 0.152 -0.121
H 2.58542 -7.92534 4.00358 0.066 0.108 0.078
H 2.01776 -7.13351 5.50553 0.124 0.027 -0.077
H 3.16493 -3.59947 1.94522 0.073 -0.062 0.208
H 2.59729 -2.80434 3.44338 0.168 -0.110 -0.032
H 1.69620 -2.61586 1.93724 -0.171 -0.177 0.024
C -9.22439 3.20414 -1.39447 -0.137 0.031 -0.261
O -8.84930 3.40893 -0.03305 0.029 -0.012 0.052
C -7.96232 2.52379 0.43065 0.000 0.107 0.126
O -7.48220 1.61211 -0.19042 -0.027 0.010 -0.072
O -7.69985 2.82657 1.70210 -0.064 0.026 -0.045
C -6.75486 1.95494 2.32752 0.252 -0.132 0.201
H -9.94217 3.97937 -1.65117 0.040 0.057 0.210
H -8.35922 3.29604 -2.05018 0.006 -0.138 0.038
H -9.69803 2.23134 -1.52124 0.143 -0.034 -0.015
H -5.79305 1.99944 1.81703 -0.073 -0.098 -0.085
H -7.13003 0.93236 2.34749 0.049 0.013 -0.132
H -6.62554 2.30084 3.35006 -0.156 0.157 -0.071
```
Forces are in eV/Å.

Properties
LUMO energy in hartree: -0.0048
Largest force on an atom in hartree/bohr: 0.0705
2S+1: 1
Electronic energy in eV: -59634.5800
HOMO energy in eV: -10.791
Structure (SMILES): COC(=O)C[SH](=O)=O.COC(=O)OC.COC(=O)OC.COC(=O)OC.COC(=O)OC



# 2
The following is a quantum chemistry calculation of a cluster of 5 separate species, C15H30O5 in total, from the OMol25 dataset.

Structure (XYZ):
```
50
Properties=species:S:1:pos:R:3:forces:R:3
C -9.55387 -7.74597 -18.57130 0.338 0.279 0.814
C -9.50548 -7.13736 -17.17567 -0.311 -0.360 0.029
C -8.58860 -7.78400 -16.17497 0.247 0.051 -0.181
O -10.16037 -6.16879 -16.87396 -0.080 0.038 -0.218
H -10.40459 -7.31344 -19.08770 0.184 -0.049 -0.349
H -9.60280 -8.82976 -18.52120 -0.201 -0.065 0.121
H -8.58077 -7.53906 -19.02415 -0.203 0.236 -0.351
H -7.56557 -7.58975 -16.51406 0.039 -0.027 0.202
H -8.70527 -8.86747 -16.13566 -0.104 0.012 -0.018
H -8.76257 -7.33740 -15.20109 0.123 -0.037 0.055
C -16.18375 -10.14882 -18.51168 -0.438 -0.206 -0.146
C -15.59134 -11.53468 -18.37239 -0.430 0.386 0.690
C -15.56704 -12.12192 -16.97846 0.809 0.444 -0.245
O -15.17608 -12.12368 -19.33138 0.271 -0.338 -0.480
H -16.78071 -9.86253 -17.64768 0.176 0.060 0.136
H -16.85406 -10.15856 -19.37231 0.247 0.194 -0.158
H -15.36566 -9.44499 -18.66318 -0.082 0.105 -0.061
H -14.61010 -12.63724 -16.89531 -0.297 -0.445 0.125
H -16.43545 -12.76267 -16.83895 0.091 -0.152 0.088
H -15.55001 -11.32844 -16.23201 -0.239 -0.028 0.058
C -10.25457 -12.03781 -17.84492 -0.018 0.285 0.495
C -11.48559 -11.22580 -18.16211 -0.110 0.034 0.089
C -11.56815 -10.57208 -19.51138 -0.669 0.372 -0.233
O -12.40365 -11.11894 -17.38173 0.030 -0.032 0.185
H -9.39387 -11.37606 -17.70029 0.027 0.056 -0.449
H -10.06998 -12.74435 -18.65286 0.160 -0.069 0.062
H -10.37173 -12.51867 -16.87473 -0.224 -0.286 -0.197
H -12.39246 -9.85729 -19.51381 -0.020 -0.034 0.169
H -11.84397 -11.32948 -20.24917 0.357 -0.060 -0.055
H -10.67742 -10.01690 -19.79132 0.248 -0.387 -0.185
C -8.51594 -13.22852 -21.63334 0.418 -0.225 0.035
C -10.01125 -13.05249 -21.78541 0.345 -0.517 0.003
C -10.46250 -12.26707 -22.98571 -1.394 0.148 0.144
O -10.78470 -13.62252 -21.05190 -0.012 0.293 0.104
H -8.31305 -14.30300 -21.65091 -0.043 0.021 -0.361
H -8.06773 -12.93967 -20.68006 -0.496 0.383 0.090
H -7.98342 -12.71760 -22.43364 0.114 -0.138 0.006
H -11.55597 -12.22390 -22.99354 0.062 -0.014 0.255
H -10.23145 -12.77759 -23.92109 0.631 0.195 0.041
H -10.12025 -11.23308 -22.94088 0.416 -0.122 -0.291
C -13.54144 -8.05072 -16.17630 0.864 0.124 0.712
C -14.65031 -8.04044 -15.15765 -0.453 0.446 -1.051
C -15.86670 -7.20401 -15.53379 0.215 -0.422 0.423
O -14.59783 -8.67061 -14.13938 0.058 -0.282 0.618
H -13.87769 -8.20660 -17.19694 -0.067 -0.051 -0.019
H -12.79743 -8.78287 -15.86186 -0.181 -0.253 -0.299
H -13.00913 -7.09434 -16.11898 -0.239 0.141 -0.193
H -16.58345 -7.25749 -14.71708 -0.065 0.130 -0.072
H -16.29981 -7.63468 -16.43745 -0.059 0.121 -0.072
H -15.57495 -6.17469 -15.73546 -0.035 0.041 -0.064
```
Forces are in eV/Å.

Properties
LUMO energy in hartree: 0.0145
Largest force on an atom in hartree/bohr: 0.0274
2S+1: 1
Electronic energy in eV: -26278.4285
Energy relative to the best compared isomer or geometry (same formula, charge and spin) in kJ/mol: 10.5
HOMO energy in eV: -9.280
Structure (SMILES): CC(C)=O.CC(C)=O.CC(C)=O.CC(C)=O.CC(C)=O



# 3
The following is a quantum chemistry calculation of a cluster of 5 separate species, C15H30O5 in total, from the OMol25 dataset.

Structure (XYZ):
```
50
Properties=species:S:1:pos:R:3:forces:R:3
C 5.43626 0.17437 6.87149 0.699 0.059 0.962
C 5.04036 1.22237 5.87208 1.571 0.557 -2.904
C 3.80778 2.06911 6.11101 -0.562 -0.721 0.206
O 5.73233 1.38340 4.84393 -1.625 -0.309 2.324
H 5.31337 0.54525 7.88906 -0.441 0.041 0.108
H 6.50377 -0.04026 6.82190 -0.006 0.090 -0.505
H 4.93468 -0.79133 6.80876 -0.401 0.229 -0.283
H 3.03613 1.40882 6.50684 -0.104 -0.104 0.218
H 3.36872 2.49890 5.21068 0.577 0.100 -0.072
H 3.94665 2.83348 6.87558 0.280 0.043 -0.065
C -5.94413 3.95812 -4.96154 -0.492 0.168 -0.958
C -5.97353 3.33758 -6.35072 0.606 -1.246 1.297
C -5.95121 4.26050 -7.50918 0.890 1.626 -0.026
O -5.88113 2.13814 -6.44288 -0.295 -0.300 -0.581
H -6.72041 4.71872 -5.04509 -0.045 0.232 0.788
H -4.98345 4.45086 -4.81187 -0.007 0.072 0.054
H -6.12727 3.20491 -4.19523 -0.036 0.201 -0.133
H -6.83587 4.38854 -8.13295 0.070 -0.561 0.065
H -5.03517 4.08254 -8.07247 -0.343 -0.547 -0.482
H -5.72295 5.24160 -7.09270 -0.349 0.352 -0.023
C 2.31338 -0.26819 -5.59946 0.405 -0.240 -0.934
C 1.28335 -0.61616 -4.52888 1.454 0.447 -2.007
C 1.40309 -1.89734 -3.80873 0.018 -0.541 -0.151
O 0.39066 0.15334 -4.34110 -1.076 0.603 0.642
H 2.76747 -1.11794 -6.10919 -0.188 -0.462 0.291
H 3.18722 0.29777 -5.27667 -0.248 0.229 0.513
H 1.83807 0.28909 -6.40669 -0.151 0.287 0.294
H 1.70032 -1.55815 -2.81640 -0.384 -0.767 0.402
H 2.11831 -2.60805 -4.22279 0.305 0.386 0.066
H 0.43546 -2.38430 -3.92980 -0.140 0.064 0.900
C -1.42043 0.95577 2.03565 -0.269 -0.221 -0.099
C -2.38147 -0.00083 1.40347 1.106 -0.471 -1.425
C -3.29154 0.57262 0.30997 -0.589 -0.361 0.519
O -2.28062 -1.18051 1.62374 -0.727 -0.475 0.060
H -0.61157 0.44662 2.55969 -0.370 -0.108 0.162
H -2.08711 1.49214 2.71089 0.608 0.831 0.118
H -0.96618 1.52753 1.22642 -0.275 0.640 0.278
H -2.83373 0.53963 -0.67868 0.514 0.148 0.182
H -3.59407 1.59383 0.54175 0.072 0.026 -0.113
H -4.18083 -0.04531 0.18575 -0.049 -0.030 0.301
C 1.36635 -5.70789 4.05474 -0.752 -1.119 0.629
C 1.74350 -4.29481 3.83493 0.887 0.723 0.069
C 2.33930 -3.91037 2.43025 -0.560 -0.709 1.376
O 1.64669 -3.53826 4.78337 0.258 0.238 -1.157
H 0.61928 -6.09599 3.36237 0.220 0.044 -0.351
H 0.92703 -5.79341 5.04861 -0.036 0.149 0.006
H 2.22805 -6.37503 4.07703 0.172 0.069 -0.428
H 2.59998 -4.82136 1.89151 -0.112 -0.023 -0.008
H 3.25512 -3.33264 2.55517 -0.356 0.349 -0.030
H 1.53979 -3.40726 1.88640 0.277 0.310 -0.092
```
Forces are in eV/Å.

Properties
LUMO energy in hartree: 0.0203
Largest force on an atom in hartree/bohr: 0.0651
2S+1: 1
Electronic energy in eV: -26277.2386
Energy relative to the best compared isomer or geometry (same formula, charge and spin) in kJ/mol: 125.3
HOMO energy in eV: -9.445
Structure (SMILES): CC(C)=O.CC(C)=O.CC(C)=O.CC(C)=O.CC(C)=O